Record 1
A gas-phase ion, C4H8N3O4S (charge +1) at a distorted geometry, computed with ωB97M-V/def2-TZVPD.

Each line ends with the Mulliken charge.
CARTESIAN COORDINATES (ANGSTROEM)
C  0.34  0.63  0.81  0.73
C  -0.36  0.10  -1.37  0.50
C  -1.33  -2.16  -1.73  -0.83
C  0.90  2.93  0.86  -0.79
N  0.00  -0.57  1.35  -0.30
N  -0.41  -1.23  -1.14  0.02
N  0.58  1.67  1.63  -0.25
O  -0.84  0.61  -2.29  -0.37
O  -0.06  -2.94  0.74  -0.57
O  1.89  -1.67  -0.16  -0.52
O  0.46  0.84  -0.41  -0.26
S  0.52  -1.79  0.18  1.10
H  -2.02  -1.47  -2.26  0.36
H  -0.92  -2.83  -2.52  0.30
H  -1.79  -2.78  -0.91  0.33
H  1.79  2.86  0.23  0.29
H  0.66  3.61  1.67  0.37
H  -0.01  3.11  0.30  0.32
H  -0.13  -0.67  2.35  0.28
H  0.71  1.74  2.68  0.30

Its HOMO-LUMO gap is 11.2 eV. Its SMILES is C/[NH+]=C1/NS(=O)(=O)N(C)C(=O)O1. The net charge is +1. For the HOMO energy, the calculation gives -15.0 eV. The value obtained for the molar mass is 194.19 g/mol.

=====

Record 2
A molecular structure, C2H3I3O at a distorted geometry, computed with ωB97M-V/def2-TZVPD.

Each line ends with the Mulliken charge.
CARTESIAN COORDINATES (ANGSTROEM)
C  0.47  -0.09  0.19  -0.13
C  -0.75  0.19  -0.58  -0.92
O  0.41  -0.32  1.45  -0.38
I  2.03  1.43  -0.48  -0.01
I  -1.90  2.09  -0.08  0.14
I  -2.07  -1.48  -0.32  0.13
H  1.30  -1.57  -0.67  0.22
H  -0.56  0.29  -1.62  0.58
H  1.07  -0.55  2.11  0.38

Its HOMO-LUMO gap (spin up / spin down) is 7.9 / 7.9 eV. The net charge is 0. For the HOMO energy (spin up / spin down), the calculation gives -9.0 / -9.0 eV. The value obtained for the molar mass is 423.76 g/mol.

=====

Record 3
2 unconnected molecules or ions with the total composition Cl2O2 at a distorted geometry, computed with ωB97M-V/def2-TZVPD.

Each line ends with the Mulliken charge.
CARTESIAN COORDINATES (ANGSTROEM)
O  0.47  -0.16  -0.90  -0.14
O  -0.68  0.12  0.53  -0.15
Cl  0.91  1.32  -1.27  0.15
Cl  -1.25  -1.25  1.06  0.14

Its HOMO-LUMO gap is 7.9 eV. The net charge is 0. For the HOMO energy, the calculation gives -10.5 eV. The value obtained for the molar mass is 102.90 g/mol.

=====

Record 4
A molecular structure, C35H30BCo2F3O8 at a distorted geometry, computed with ωB97M-V/def2-TZVPD.

Each line ends with the Mulliken charge.
CARTESIAN COORDINATES (ANGSTROEM)
C  -0.10  1.85  -3.49  -1.79
C  -0.10  0.37  -3.86  1.47
C  -0.87  0.18  -5.15  -1.92
C  1.37  -0.25  -3.84  1.89
C  1.46  -1.53  -4.69  -1.82
C  2.47  0.69  -4.28  -1.84
O  1.56  -0.57  -2.46  -0.67
B  0.25  -0.90  -1.99  0.84
C  0.09  -2.53  -1.91  0.33
C  -1.12  -3.14  -2.22  -0.18
C  -1.26  -4.53  -2.16  -1.23
C  -0.17  -5.30  -1.79  0.39
C  -0.35  -6.80  -1.68  0.76
F  0.81  -7.44  -1.37  -0.29
F  -1.27  -7.12  -0.72  -0.26
F  -0.80  -7.33  -2.86  -0.26
C  1.06  -4.72  -1.50  -0.76
C  1.18  -3.32  -1.57  -1.06
C  0.01  -0.19  -0.24  -0.10
C  -1.36  -0.62  0.11  0.99
C  -1.60  -1.77  0.87  0.13
C  -2.90  -2.17  1.15  -1.11
C  -3.99  -1.43  0.67  -0.54
C  -3.76  -0.28  -0.08  -0.95
C  -2.46  0.13  -0.36  -0.03
O  -0.76  -0.34  -2.82  -0.55
H  0.31  2.45  -4.32  0.40
H  -1.13  2.18  -3.31  0.44
H  0.50  2.04  -2.59  0.17
H  -0.37  0.71  -5.97  0.34
H  -0.96  -0.88  -5.42  0.39
H  -1.88  0.60  -5.04  0.45
H  1.44  -1.28  -5.76  0.40
H  2.40  -2.04  -4.48  0.43
H  0.64  -2.23  -4.47  0.23
H  2.31  1.00  -5.32  0.32
H  2.53  1.57  -3.64  0.31
H  3.44  0.17  -4.24  0.48
H  -2.00  -2.55  -2.50  0.47
H  -2.22  -5.00  -2.40  0.35
H  1.91  -5.33  -1.23  0.47
H  2.14  -2.88  -1.34  0.53
H  0.82  -0.65  0.34  0.19
H  0.18  0.88  -0.35  -0.06
H  -0.75  -2.39  1.18  0.47
H  -3.07  -3.08  1.74  0.45
H  -5.01  -1.74  0.90  0.41
H  -4.59  0.30  -0.48  0.44
H  -2.27  1.00  -1.00  0.29
O  3.03  6.80  0.96  -0.35
C  2.50  5.83  1.28  0.23
Co  1.72  4.33  1.75  0.08
C  2.35  3.17  0.61  0.28
O  2.71  2.34  -0.13  -0.34
C  2.56  3.86  3.23  0.14
O  3.12  3.51  4.18  -0.34
C  -0.18  3.61  1.71  -0.14
C  -0.44  2.62  2.64  -1.12
C  -0.36  1.26  2.74  1.02
C  0.08  0.60  3.95  0.50
C  0.68  -0.69  3.89  -0.17
C  1.24  -1.26  5.03  -0.69
C  1.22  -0.58  6.25  -0.42
C  0.59  0.67  6.34  -0.78
C  0.00  1.24  5.21  -0.10
Co  -0.62  4.31  3.30  0.29
C  -0.16  6.00  3.00  0.36
O  0.03  7.14  2.92  -0.35
C  0.25  4.47  4.88  -0.01
O  0.73  4.73  5.90  -0.32
C  -2.32  4.44  3.86  -0.03
O  -3.40  4.58  4.26  -0.33
H  -0.70  3.68  0.74  0.70
H  -0.55  0.64  1.87  0.23
H  0.72  -1.19  2.93  0.19
H  1.72  -2.24  4.96  0.41
H  1.69  -1.02  7.14  0.38
H  0.56  1.22  7.29  0.42
H  -0.51  2.20  5.29  0.44

Its HOMO-LUMO gap is 3.1 eV. The net charge is 0. For the HOMO energy, the calculation gives -7.3 eV. The value obtained for the molar mass is 764.29 g/mol.

=====

Record 5
2 unconnected molecules or ions with the total composition C2H4ClIN2 at a distorted geometry, computed with ωB97M-V/def2-TZVPD.

Each line ends with the Mulliken charge.
CARTESIAN COORDINATES (ANGSTROEM)
C  -0.64  -0.01  -0.43  -0.20
C  -1.70  0.55  0.22  -0.43
N  0.66  0.49  -0.22  0.08
N  0.68  1.66  0.23  -0.51
Cl  2.44  -2.54  0.35  -0.27
I  -3.48  -0.59  0.20  0.05
H  -0.68  -0.93  -1.02  0.35
H  -1.98  1.52  0.54  0.45
H  3.16  -1.99  -0.65  0.25
H  1.55  1.82  0.78  0.23

Its HOMO-LUMO gap (spin up / spin down) is 8.2 / 8.2 eV. Its SMILES is [H]/N=N/C=C/I.Cl. The net charge is 0. For the HOMO energy (spin up / spin down), the calculation gives -8.9 / -8.9 eV. The value obtained for the molar mass is 218.43 g/mol.

=====

Record 6
A molecular structure, C39H48BrN4NaO2Se3Te, computed with ωB97M-V/def2-TZVPD.

Each line ends with the Mulliken charge.
CARTESIAN COORDINATES (ANGSTROEM)
Na  -0.99  1.00  -2.94  0.62
C  -2.04  -0.40  4.32  -2.28
C  -2.03  1.11  4.06  1.93
C  -0.86  1.72  4.85  -1.65
C  -3.35  1.69  4.58  -1.82
C  -1.86  1.43  2.58  0.26
C  -1.70  0.49  1.62  -0.19
C  -1.56  0.84  0.24  -1.44
N  -1.38  -0.03  -0.77  -0.18
C  -0.95  -1.27  -0.71  -0.73
C  -0.24  -1.87  0.39  0.53
C  0.24  -3.13  0.33  -0.14
C  -0.03  -3.91  -0.86  -0.39
C  -0.63  -3.43  -1.98  0.16
C  -1.08  -2.02  -1.98  1.09
O  -1.53  -1.49  -3.00  -0.93
C  -0.79  -4.25  -3.25  2.22
C  0.06  -3.64  -4.38  -1.45
C  -0.33  -5.70  -3.05  -2.22
C  -2.27  -4.28  -3.67  -1.84
C  1.08  -3.77  1.43  2.11
C  1.36  -2.79  2.57  -2.10
C  0.32  -4.98  2.00  -1.83
C  2.43  -4.24  0.86  -1.48
C  -1.69  2.23  -0.19  1.08
O  -1.67  2.55  -1.39  -1.03
C  -1.81  3.23  0.88  0.45
C  -1.87  2.81  2.17  -0.54
C  -1.85  4.72  0.52  2.37
C  -0.54  5.11  -0.20  -1.34
C  -3.05  5.00  -0.40  -1.88
C  -1.98  5.61  1.75  -2.34
H  -2.16  -0.59  5.39  0.48
H  -1.11  -0.87  3.99  0.32
H  -2.87  -0.89  3.79  0.41
H  -0.98  1.52  5.92  0.51
H  -0.80  2.80  4.71  0.28
H  0.08  1.28  4.52  0.27
H  -3.48  1.47  5.64  0.46
H  -4.20  1.27  4.03  0.39
H  -3.38  2.78  4.46  0.30
H  -1.76  -0.56  1.86  1.10
H  0.02  -1.23  1.22  -0.13
H  0.32  -4.93  -0.86  0.44
H  1.12  -3.66  -4.11  0.22
H  -0.24  -2.61  -4.59  0.18
H  -0.07  -4.23  -5.29  0.53
H  0.73  -5.76  -2.79  0.35
H  -0.47  -6.25  -3.98  0.45
H  -0.91  -6.20  -2.27  0.39
H  -2.63  -3.28  -3.89  0.34
H  -2.88  -4.72  -2.87  0.36
H  -2.38  -4.90  -4.56  0.48
H  0.43  -2.44  3.04  0.30
H  1.92  -1.92  2.22  0.31
H  1.96  -3.29  3.34  0.51
H  -0.63  -4.66  2.43  0.33
H  0.91  -5.46  2.79  0.49
H  0.11  -5.72  1.23  0.27
H  2.99  -3.39  0.47  0.14
H  2.29  -4.97  0.06  0.28
H  3.03  -4.70  1.65  0.47
H  -1.95  3.55  2.95  0.32
H  -0.38  4.53  -1.10  0.26
H  0.31  4.98  0.47  0.02
H  -0.58  6.17  -0.49  0.51
H  -2.97  4.44  -1.33  0.35
H  -3.08  6.07  -0.63  0.47
H  -3.98  4.73  0.10  0.35
H  -1.14  5.48  2.44  0.35
H  -2.91  5.40  2.30  0.42
H  -2.00  6.65  1.44  0.45
Se  1.92  4.96  -3.91  -0.75
Se  0.92  2.85  -4.05  0.16
Te  1.14  1.82  -6.38  -0.39
Se  -0.91  0.42  -6.06  -0.72
Br  4.25  5.49  -0.40  -0.19
C  3.11  4.17  0.31  -0.39
C  2.90  4.10  1.67  -0.31
C  2.05  3.12  2.16  -0.91
C  1.46  2.25  1.25  0.05
N  1.67  2.31  -0.06  0.46
C  2.47  3.26  -0.54  -0.26
H  3.39  4.81  2.34  0.41
H  1.84  3.03  3.22  0.41
H  0.78  1.48  1.60  0.20
H  2.60  3.33  -1.62  0.40
N  5.13  -1.33  0.35  -0.71
C  4.42  -1.18  -0.54  -0.10
C  3.54  -1.01  -1.67  0.20
C  3.95  -1.36  -2.96  -0.55
C  3.06  -1.20  -3.99  -1.41
C  1.79  -0.70  -3.72  0.26
N  1.39  -0.37  -2.48  0.95
C  2.26  -0.51  -1.49  -0.09
H  4.95  -1.74  -3.12  0.48
H  3.33  -1.44  -5.01  0.50
H  1.06  -0.57  -4.51  -0.03
H  1.92  -0.21  -0.51  0.56

Its HOMO-LUMO gap (spin up / spin down) is 3.7 / 3.7 eV. The net charge is -2. For the HOMO energy (spin up / spin down), the calculation gives -0.5 / -0.5 eV. The value obtained for the molar mass is 1072.21 g/mol.